--- i ---
Density functional theory data (ωB97M-V/def2-TZVPD) for one molecule with the formula C17H29N5O7.

Last column: Löwdin charge in e.
Cartesian coordinates (Å):
C  0.24  4.71  0.45  -0.1062
O  1.34  3.87  0.18  -0.1737
C  1.11  3.07  -0.95  -0.2161
C  2.29  2.17  -1.17  -0.1785
O  2.49  1.38  -0.02  -0.1617
C  3.36  0.31  -0.27  -0.1080
C  2.66  -0.83  -0.96  -0.4625
O  3.26  -1.64  -1.65  0.0625
N  1.33  -0.83  -0.73  0.1124
C  0.42  -1.79  -1.29  -0.0984
C  -0.54  -1.16  -2.27  -0.4518
O  0.12  -0.47  -3.31  -0.1233
C  1.00  -1.27  -4.08  -0.0714
C  -1.56  -2.21  -2.76  -0.0573
C  -2.90  -1.83  -2.09  -0.1003
N  -2.54  -0.87  -1.05  -0.0351
C  -2.74  -1.18  0.27  -0.4417
O  -3.50  -2.06  0.62  0.0728
C  -2.02  -0.31  1.28  -0.1035
C  -2.42  -0.66  2.70  -0.1578
C  -1.58  0.04  3.75  -0.1042
N  -0.17  -0.32  3.68  0.0719
C  0.86  0.30  3.05  -0.4681
O  0.66  1.47  2.43  0.0988
N  1.97  -0.36  3.14  0.0880
N  1.68  -1.51  3.88  0.0813
C  0.43  -1.44  4.18  -0.4636
O  -0.29  -2.31  4.88  0.1159
C  -1.42  -0.11  -1.57  -0.0671
H  0.49  5.29  1.33  0.0909
H  0.04  5.38  -0.39  0.0907
H  -0.66  4.12  0.65  0.0886
H  0.20  2.47  -0.82  0.1187
H  0.98  3.69  -1.85  0.1365
H  2.08  1.54  -2.04  0.1342
H  3.20  2.76  -1.37  0.1403
H  4.22  0.61  -0.88  0.1387
H  3.72  -0.05  0.70  0.1359
H  0.99  -0.14  -0.09  0.1166
H  1.02  -2.57  -1.77  0.1326
H  -0.16  -2.28  -0.50  0.1440
H  1.33  -0.65  -4.91  0.0958
H  1.88  -1.59  -3.51  0.0725
H  0.49  -2.15  -4.49  0.0920
H  -1.64  -2.18  -3.85  0.1178
H  -1.26  -3.22  -2.48  0.1220
H  -3.57  -1.34  -2.80  0.1257
H  -3.43  -2.66  -1.64  0.1158
H  -0.95  -0.46  1.15  0.1041
H  -2.20  0.75  1.08  0.1354
H  -3.47  -0.40  2.86  0.1284
H  -2.35  -1.74  2.84  0.1216
H  -1.63  1.13  3.66  0.1305
H  -1.93  -0.23  4.74  0.1285
H  1.52  1.75  2.05  0.1169
H  0.31  -3.03  5.14  0.1287
H  -0.91  0.46  -0.81  0.0974
H  -1.78  0.59  -2.33  0.1462

## Properties
E_LUMO	0.537	eV
frontier orbital gap	9.31	eV
SMILES	COCCOCC(=O)NC[C@@]1(OC)CCN(C(=O)CCCn2c(O)nnc2O)C1



--- ii ---
Density functional theory data (ωB97M-V/def2-TZVPD) for one molecule with the formula C17H29N5O7.

Last column: Löwdin charge in e.
Cartesian coordinates (Å):
C  3.22  -3.40  -3.87  -0.0865
O  2.06  -2.74  -3.38  -0.2296
C  1.16  -3.62  -2.73  -0.1850
C  0.23  -2.83  -1.85  -0.1811
O  -0.43  -1.90  -2.69  -0.1004
C  -1.43  -1.06  -2.17  -0.1151
C  -1.50  -0.80  -0.67  -0.4417
O  -0.57  -0.94  0.11  0.0622
N  -2.72  -0.34  -0.28  0.0869
C  -2.96  0.22  1.03  -0.0930
C  -2.97  1.76  1.02  -0.4532
O  -3.74  2.25  -0.07  -0.1286
C  -5.13  2.02  0.04  -0.0845
C  -3.38  2.32  2.38  -0.0851
C  -2.10  2.26  3.21  -0.1152
N  -1.04  2.36  2.21  -0.0203
C  0.25  2.46  2.62  -0.4619
O  0.53  2.48  3.81  0.0617
C  1.33  2.49  1.56  -0.0980
C  1.88  1.08  1.36  -0.1481
C  3.09  1.07  0.44  -0.1098
N  3.55  -0.28  0.17  0.0715
C  3.24  -1.07  -0.90  -0.4427
O  2.58  -0.56  -1.93  0.1020
N  3.66  -2.29  -0.74  0.0907
N  4.29  -2.33  0.51  0.0761
C  4.19  -1.15  1.00  -0.4549
O  4.64  -0.71  2.19  0.1071
C  -1.55  2.31  0.84  -0.0472
H  3.82  -2.66  -4.39  0.0943
H  3.79  -3.82  -3.04  0.0818
H  2.94  -4.19  -4.57  0.0904
H  0.61  -4.19  -3.48  0.1326
H  1.73  -4.32  -2.09  0.1311
H  -0.48  -3.52  -1.38  0.1399
H  0.79  -2.33  -1.06  0.1003
H  -1.29  -0.07  -2.63  0.1432
H  -2.41  -1.43  -2.49  0.1304
H  -3.38  -0.12  -1.00  0.1360
H  -3.91  -0.16  1.42  0.1278
H  -2.17  -0.13  1.69  0.1381
H  -5.59  2.46  -0.84  0.0955
H  -5.38  0.95  0.05  0.0871
H  -5.56  2.48  0.93  0.0887
H  -3.70  3.35  2.24  0.1332
H  -4.20  1.77  2.85  0.1225
H  -2.02  3.07  3.94  0.1264
H  -2.00  1.32  3.77  0.1297
H  0.97  2.91  0.62  0.1126
H  2.12  3.15  1.95  0.1278
H  2.16  0.67  2.33  0.1273
H  1.11  0.43  0.93  0.0991
H  2.86  1.52  -0.53  0.1305
H  3.92  1.63  0.88  0.1342
H  2.36  -1.31  -2.55  0.0797
H  5.06  -1.46  2.62  0.1216
H  -0.93  1.66  0.21  0.1203
H  -1.61  3.30  0.39  0.1421

## Properties
E_LUMO	0.410	eV
frontier orbital gap	8.61	eV
SMILES	COCCOCC(=O)NC[C@@]1(OC)CCN(C(=O)CCCn2c(O)nnc2O)C1



What should be chosen as the most stable of them? Choose i.



--- i ---
Density functional theory data (ωB97M-V/def2-TZVPD) for one molecule with the formula C4H5NS2.

Last column: Löwdin charge in e.
Cartesian coordinates (Å):
C  -0.58  0.86  -0.40  -0.1989
C  0.47  1.57  -0.64  -0.5701
C  -0.23  -1.58  0.18  -0.2660
C  -0.81  -0.29  0.70  -0.1583
N  0.98  -1.80  -0.09  -0.3395
S  2.25  -0.65  -0.22  0.5386
S  1.79  1.27  0.44  0.5264
H  -1.42  1.06  -1.20  0.1342
H  0.47  2.32  -1.44  0.0800
H  -0.89  -2.43  0.16  0.1060
H  -0.24  0.05  1.55  0.0822
H  -1.79  -0.38  0.96  0.0654

## Properties
E_LUMO	0.430	eV
frontier orbital gap	9.01	eV
SMILES	C1=CSSN=CC1



--- ii ---
Density functional theory data (ωB97M-V/def2-TZVPD) for one molecule with the formula C4H5NS2.

Last column: Löwdin charge in e.
Cartesian coordinates (Å):
C  0.98  0.82  -1.41  -0.1690
C  1.27  2.03  -0.46  0.0193
C  0.51  1.71  0.70  -0.0396
C  -0.05  0.31  0.67  -0.8680
H  -1.65  -1.61  -0.33  -0.1294
H  0.47  1.12  -2.22  0.0669
H  2.02  0.57  -1.78  0.1392
H  1.57  2.92  -0.91  0.0796
H  0.80  2.39  1.42  0.0717
N  0.31  -0.20  -0.51  -0.5284
S  -0.58  -1.45  -1.20  0.7629
S  -0.77  -0.63  1.85  0.5949

## Properties
E_LUMO	-0.386	eV
frontier orbital gap	7.98	eV
SMILES	S=C1C=CCN1S



--- iii ---
Density functional theory data (ωB97M-V/def2-TZVPD) for one molecule with the formula C4H5NS2.

Last column: Löwdin charge in e.
Cartesian coordinates (Å):
C  -0.83  -0.03  -0.17  -0.6690
C  -0.71  1.34  -0.08  -0.1132
C  0.67  1.61  0.04  -0.1254
C  1.31  0.45  0.07  -0.2373
H  -2.34  -1.76  -1.07  -0.1283
H  -1.52  2.12  0.02  0.1272
H  1.15  2.60  0.01  0.1103
H  2.42  0.22  -0.02  0.1367
H  0.67  -2.70  1.19  -0.0960
N  0.47  -0.59  -0.01  -0.5132
S  -2.29  -1.04  0.10  0.7213
S  1.00  -2.22  -0.09  0.7869

## Properties
E_LUMO	0.535	eV
frontier orbital gap	9.11	eV
SMILES	Sc1cccn1S



--- iv ---
Density functional theory data (ωB97M-V/def2-TZVPD) for one molecule with the formula C4H5NS2.

Last column: Löwdin charge in e.
Cartesian coordinates (Å):
C  -0.78  1.00  1.24  -1.1912
C  0.53  0.18  -0.67  -0.2965
C  0.64  -1.29  -0.37  -0.0938
C  -0.70  -0.68  -0.73  -0.4922
H  0.97  1.84  0.62  0.1249
H  1.05  0.66  -1.56  0.1666
H  1.02  -1.96  -1.10  0.0971
H  0.85  -1.51  0.66  0.1068
H  -1.08  -0.94  -1.72  0.1067
N  0.32  1.09  0.43  -0.0536
S  -0.96  1.86  2.62  0.5826
S  -1.86  -0.23  0.58  0.9425

## Properties
E_LUMO	0.654	eV
frontier orbital gap	9.18	eV
SMILES	S=C1N[C@H]2C[C@H]2S1



What should be chosen as the most stable of them? Choose iv.



--- i ---
Density functional theory data (ωB97M-V/def2-TZVPD) for FH3OSi as an isolated structure.

Last column: Löwdin charge in e.
Cartesian coordinates (Å):
O  1.84  -0.12  0.13  -0.3109
F  2.97  0.31  -0.85  -0.1375
Si  0.23  0.04  -0.05  0.5913
H  -0.55  1.27  0.08  -0.0900
H  -0.27  -0.86  -1.13  -0.0538
H  0.25  -0.08  1.48  0.0009

## Properties
E_LUMO	-0.975	eV
frontier orbital gap	10.58	eV



--- ii ---
Density functional theory data (ωB97M-V/def2-TZVPD) for one molecule with the formula FH3OSi.

Last column: Löwdin charge in e.
Cartesian coordinates (Å):
O  0.34  1.21  -0.59  -0.2174
F  -0.19  -0.35  1.52  -0.2420
Si  -0.23  -0.34  -0.11  0.5115
H  1.16  1.26  -0.12  0.0060
H  -1.73  -0.39  -0.41  -0.0083
H  0.65  -1.38  -0.30  -0.0498

## Properties
E_LUMO	0.812	eV
frontier orbital gap	12.73	eV
SMILES	O[SiH2]F



--- iii ---
Density functional theory data (ωB97M-V/def2-TZVPD) for FH3OSi as an isolated structure.

Last column: Löwdin charge in e.
Cartesian coordinates (Å):
O  -1.98  -1.41  -0.59  -0.2820
F  -3.34  0.48  0.36  -0.2574
Si  -1.88  0.11  -0.02  0.4934
H  -2.62  -2.09  -0.74  0.0338
H  -0.95  3.42  -0.95  0.0015
H  -1.27  3.73  -0.27  0.0108

## Properties
E_LUMO	0.554	eV
frontier orbital gap	10.26	eV



What should be chosen as the most stable of them? Choose ii.



--- i ---
Density functional theory data (ωB97M-V/def2-TZVPD) for a 2-piece molecular cluster, H4N4O2 overall.

Last column: Löwdin charge in e.
Cartesian coordinates (Å):
N  -0.16  -0.42  1.31  -0.0886
N  -0.58  0.69  1.73  0.0141
N  -0.59  -0.38  -0.77  0.0843
N  0.45  0.03  -1.34  -0.4630
O  1.55  -0.39  -0.65  0.0686
O  0.59  0.77  -2.27  0.0686
H  -0.95  -1.14  1.39  0.1064
H  1.04  -0.79  0.11  0.0635
H  0.04  1.40  1.46  0.0252
H  -1.40  0.22  -0.96  0.1208

## Properties
E_LUMO	0.268	eV
frontier orbital gap	9.88	eV
SMILES	[H]/N=[N+](\[O-])O.[H]/N=N/[H]



--- ii ---
Density functional theory data (ωB97M-V/def2-TZVPD) for a 2-piece molecular cluster, H4N4O2 overall.

Last column: Löwdin charge in e.
Cartesian coordinates (Å):
N  -2.28  -0.59  -0.02  0.0559
N  2.59  -0.47  -0.20  -0.0082
N  -1.07  -1.07  -0.08  -0.0193
N  -0.14  -0.23  -0.19  -0.2461
O  -0.01  0.95  -0.15  -0.0104
O  1.48  -1.01  0.28  -0.1449
H  -2.34  0.40  0.16  0.0959
H  -2.99  -1.26  0.06  0.0805
H  2.53  0.54  -0.10  0.0859
H  2.74  -0.83  -1.16  0.1106

## Properties
E_LUMO (alpha / beta)	-0.123 / -0.152	eV
frontier orbital gap (alpha / beta)	8.56 / 8.53	eV



--- iii ---
Density functional theory data (ωB97M-V/def2-TZVPD) for one molecule with the formula H4N4O2.

Last column: Löwdin charge in e.
Cartesian coordinates (Å):
N  -0.59  0.28  -1.02  0.0149
N  1.17  -0.02  0.49  0.0178
N  0.02  0.69  0.12  -0.2268
N  -0.96  0.90  1.40  -0.3769
O  -2.05  1.32  1.17  0.0790
O  -0.38  0.78  2.43  0.0692
H  -1.30  1.07  -1.16  0.1118
H  -1.35  -0.45  -0.96  0.1057
H  1.64  0.58  1.17  0.0763
H  1.14  -0.96  1.03  0.1290

## Properties
E_LUMO	0.527	eV
frontier orbital gap	10.20	eV
SMILES	NN(N)[N+](=O)[O-]



What should be chosen as the most stable of them? Choose iii.



--- i ---
Density functional theory data (ωB97M-V/def2-TZVPD) for a 2-piece molecular cluster, C2H5NP2 overall.

Last column: Löwdin charge in e.
Cartesian coordinates (Å):
C  -0.25  1.26  0.07  -0.4703
C  0.26  0.18  -0.59  -0.6047
N  -0.72  2.23  0.50  0.1421
P  1.69  -0.79  0.02  0.7677
P  -1.66  -1.42  -0.01  0.7185
H  0.32  0.25  -1.63  0.0242
H  2.76  -0.29  -0.57  -0.1678
H  1.80  0.06  1.16  -0.0790
H  -1.36  -0.90  1.27  -0.1782
H  -2.85  -0.58  -0.22  -0.1524

## Properties
E_LUMO	-1.193	eV
frontier orbital gap	7.91	eV



--- ii ---
Density functional theory data (ωB97M-V/def2-TZVPD) for one molecule with the formula C2H5NP2.

Last column: Löwdin charge in e.
Cartesian coordinates (Å):
C  -2.26  0.44  0.42  -0.9267
C  1.62  0.72  0.39  -0.2634
N  0.19  0.86  0.51  -0.3555
P  -3.77  -0.18  0.08  0.7242
P  -0.93  0.54  -0.72  0.7960
H  -1.96  0.69  1.41  -0.0297
H  1.74  -0.27  0.06  0.0359
H  2.02  0.70  1.40  0.0673
H  2.16  1.35  -0.31  0.0693
H  -4.20  -0.21  1.52  -0.1176

## Properties
E_LUMO (alpha / beta)	-1.089 / -1.089	eV
frontier orbital gap (alpha / beta)	7.87 / 7.87	eV
SMILES	[H]/P=C/P=N/C



What should be chosen as the most stable of them? Choose ii.



--- i ---
Density functional theory data (ωB97M-V/def2-TZVPD) for a 2-piece molecular cluster, C4H13N2S2 overall.

Last column: Löwdin charge in e.
Cartesian coordinates (Å):
C  1.10  1.39  -1.76  -0.0331
N  1.64  0.03  -1.63  0.0170
C  2.36  -0.47  -0.67  -0.1386
N  2.73  -1.76  -0.62  0.1844
H  0.02  1.27  -1.94  0.0661
H  1.59  1.91  -2.62  0.1127
H  1.29  1.93  -0.79  0.1053
H  1.29  -0.65  -2.31  0.1719
H  2.64  0.15  0.19  0.1714
H  2.53  -2.31  -1.44  0.1274
H  3.34  -2.11  0.10  0.1364
C  -1.85  -1.95  -0.70  -0.1705
C  -1.22  -1.17  0.48  -0.5933
S  -1.68  0.65  0.40  0.3913
S  -0.59  1.43  2.00  0.3086
H  -1.62  -1.46  -1.67  0.0635
H  -2.99  -1.98  -0.55  0.1051
H  -1.49  -2.95  -0.71  0.0523
H  -0.10  -1.27  0.49  0.0449
H  -1.60  -1.49  1.47  0.0684
H  -1.38  0.92  2.95  -0.1910

## Properties
E_LUMO	-3.549	eV
frontier orbital gap	8.51	eV
charge	+1



--- ii ---
Density functional theory data (ωB97M-V/def2-TZVPD) for a 2-piece molecular cluster, C4H13N2S2 overall.

Last column: Löwdin charge in e.
Cartesian coordinates (Å):
C  -1.11  -2.89  -0.59  -0.0202
N  -0.77  0.25  -2.43  0.1885
C  -1.09  -0.98  -2.09  -0.1401
N  -0.81  -1.51  -0.94  0.0205
H  -0.27  -3.55  -0.83  0.0996
H  -2.00  -3.22  -1.11  0.0980
H  -1.31  -2.95  0.48  0.0978
H  -0.23  0.82  -1.78  0.0077
H  -0.94  0.61  -3.35  0.1407
H  -1.65  -1.58  -2.79  0.1666
H  -0.27  -0.93  -0.29  0.1104
C  1.32  0.61  2.69  -0.1704
C  1.08  1.81  1.80  -0.5858
S  1.30  1.36  0.05  0.4183
S  1.03  3.18  -0.89  0.3752
H  2.33  0.21  2.58  0.0767
H  0.60  -0.20  2.56  0.0640
H  1.24  0.93  3.73  0.0849
H  1.78  2.61  2.01  0.0723
H  0.06  2.18  1.92  0.0729
H  -0.30  3.25  -0.72  -0.1775

## Properties
E_LUMO	-3.164	eV
frontier orbital gap	9.47	eV
charge	+1



What should be chosen as the most stable of them? Choose ii.